This record from the Open Molecules 2025 dataset describes a gas-phase ion, C5H15N2 (charge +1) at a distorted geometry. The level of theory is the ωB97M-V functional and the def2-TZVPD basis.

Geometry as XYZ:
```
22
C5H15N2 | the Open Molecules 2025 dataset | the ωB97M-V functional and the def2-TZVPD basis
C -2.5385 0.5886 0.3629
C -1.0061 0.7422 0.2197
N -0.5432 1.9230 -0.4735
C -0.3738 -0.6218 -0.2261
N 1.0902 -0.5302 -0.3511
C 1.6956 -1.8864 -0.5710
C 1.7850 0.2447 0.7516
H -2.7406 -0.4745 0.5220
H -2.9673 0.7344 -0.6331
H -2.9491 1.2836 1.0832
H -0.7828 0.8239 1.2818
H -0.5433 2.7251 0.1319
H -1.1154 2.1540 -1.2647
H -0.8553 -0.7619 -1.1948
H -0.7617 -1.3271 0.4970
H 1.3047 -0.0357 -1.2215
H 1.2287 -2.5388 0.1629
H 2.7809 -1.8769 -0.5322
H 1.5062 -2.3635 -1.5382
H 2.8155 -0.0721 0.8589
H 1.7033 1.2865 0.4646
H 1.2672 -0.0170 1.6697
```

## Properties
- Structure (SMILES): C[C@H](N)C[NH+](C)C
- E_LUMO: -0.104 hartree
- Highest occupied orbital energy: -13.61 eV
- Kohn-Sham gap: 10.8 eV
- Electronic energy: -308.7523 Eh
- Charge: +1